99
Properties=species:S:1:pos:R:3:forces:R:3 method="wB97M-V/def2-TZVPD" largest_force_ev_per_a=0.47 total_charge=-1 lumo_energy_ha=0.0788
Zn 0.180415 0.934339 0.205708 -0.2112 0.1159 -0.0971
C 5.210020 1.903021 0.951933 -0.1154 -0.0805 -0.0724
C 3.936421 1.914328 0.098772 0.0804 0.1154 0.0298
C 3.785242 3.279630 -0.583106 -0.0828 -0.0845 0.0132
C 3.903619 0.818977 -0.954976 -0.2526 -0.0031 0.0481
C 4.911432 0.801748 -1.910638 0.0927 -0.0740 -0.0398
C 4.892505 -0.093382 -2.965231 0.0405 0.0437 -0.0041
C 3.825880 -0.967631 -3.083112 0.0481 -0.0224 -0.0400
C 2.795055 -0.992083 -2.150387 0.0633 -0.0456 0.0472
C 1.701522 -2.030235 -2.354769 -0.1305 0.0340 0.2492
C 1.596445 -3.022131 -1.188776 0.0216 0.0431 -0.1094
C 0.337183 -1.403247 -2.657885 0.1305 -0.0465 -0.0840
C 2.833667 -0.105463 -1.047760 0.2296 0.0296 -0.1890
N 1.817785 -0.149552 -0.086414 -0.2812 0.0200 0.2652
C 2.103889 -0.617282 1.184397 -0.2743 -0.1071 -0.0044
C 1.155297 -0.536247 2.193307 0.0189 -0.0442 -0.0781
N -0.100128 0.001523 1.947948 0.4408 -0.0210 -0.1586
C -0.955335 0.279404 3.024541 -0.0928 0.1511 0.1387
C -0.749099 1.419947 3.844547 -0.0203 -0.0960 -0.1952
C -1.636055 1.696344 4.876807 -0.0526 -0.0508 0.1005
C -2.732527 0.887701 5.121323 0.0201 0.0442 0.0105
C -2.931771 -0.226989 4.327615 -0.0714 -0.0264 0.0267
C -2.062641 -0.561129 3.291466 -0.0329 0.0035 0.0256
C -2.312880 -1.909812 2.619739 0.2579 -0.0178 -0.0944
C -1.289862 -2.942471 3.108177 -0.1065 -0.0050 -0.0615
C -2.357261 -1.911410 1.090908 -0.0964 0.0535 0.0924
C 0.400922 2.385654 3.612114 0.0157 0.1030 0.0645
C -0.112411 3.817147 3.428265 -0.0070 -0.0980 -0.0977
C 1.423769 2.351412 4.754634 -0.0903 -0.0416 -0.1288
C 1.687882 -1.187985 3.394565 0.1134 -0.0802 0.3120
C 1.248337 -1.439932 4.673552 0.0076 0.2179 -0.2566
C 2.103669 -2.126204 5.574456 0.1098 -0.0746 0.1493
C 3.356303 -2.560401 5.229314 -0.0451 -0.0435 0.0587
C 3.832584 -2.336622 3.906806 -0.1231 0.1373 -0.1385
C 5.083754 -2.748559 3.365729 0.0277 -0.0430 -0.0276
C 5.355316 -2.504659 2.046202 0.1516 -0.1115 0.1202
C 4.453299 -1.829298 1.180790 -0.2130 0.1999 -0.0915
C 3.262406 -1.364278 1.686238 0.2972 -0.1648 0.0963
C 2.983447 -1.662557 3.049895 0.0325 0.0154 0.0559
H 5.188228 2.729050 1.667098 -0.0023 -0.0035 -0.0074
H 6.104399 2.018191 0.334012 0.0018 0.0100 0.0080
H 5.296596 0.974434 1.510661 0.0426 -0.1337 0.0515
H 3.085450 1.782357 0.768646 -0.0359 -0.0637 -0.0453
H 4.573584 3.439722 -1.322039 0.0268 0.0056 0.0058
H 3.853083 4.079905 0.157203 -0.0250 0.0258 0.0008
H 2.818094 3.349087 -1.081661 0.0426 0.0510 -0.0177
H 5.729036 1.510866 -1.837920 -0.0094 0.0057 0.0347
H 5.695216 -0.101264 -3.693072 -0.0150 0.0012 -0.0094
H 3.802525 -1.667099 -3.912827 -0.0328 -0.0055 0.0106
H 1.990988 -2.604935 -3.241308 0.0318 0.0309 -0.0024
H 1.258929 -2.520107 -0.284325 -0.0126 -0.0268 0.0271
H 2.567389 -3.478071 -0.984726 -0.0194 -0.0153 0.0329
H 0.885509 -3.816835 -1.433024 0.0125 -0.0082 -0.0118
H -0.021619 -0.855709 -1.790570 -0.0493 0.0266 0.0588
H -0.390609 -2.182164 -2.903245 -0.0106 0.0121 -0.0045
H 0.407706 -0.712364 -3.500858 -0.0372 0.0059 0.0000
H -1.471134 2.564656 5.505149 0.0152 0.0134 -0.0237
H -3.423793 1.124089 5.921429 0.0108 -0.0125 0.0089
H -3.776988 -0.877795 4.529202 0.0037 -0.0031 -0.0123
H -3.296824 -2.242199 2.968016 0.0071 0.0370 0.0275
H -0.291631 -2.697094 2.747171 -0.0236 -0.0339 -0.0074
H -1.555179 -3.937917 2.741367 0.0057 -0.0024 -0.0099
H -1.260293 -2.975167 4.198587 0.0343 -0.0142 -0.0099
H -1.429939 -1.512667 0.686624 0.0195 -0.0415 -0.0269
H -3.197067 -1.310541 0.730906 -0.0077 -0.0089 -0.0293
H -2.494254 -2.933179 0.727244 -0.0340 0.0078 -0.0087
H 0.913490 2.102915 2.692406 -0.0203 -0.0869 -0.0140
H -0.568919 4.197049 4.345258 -0.0089 0.0163 -0.0056
H -0.846714 3.864643 2.623260 0.0004 0.0422 0.0063
H 0.716832 4.476534 3.167788 0.0134 0.0567 -0.0162
H 0.950691 2.608054 5.706666 0.0138 0.0106 0.0024
H 2.223312 3.072172 4.565103 -0.0100 0.0011 0.0123
H 1.870329 1.365282 4.848991 0.0548 -0.1341 0.0416
H 0.271749 -1.121503 5.014488 -0.0257 0.0205 0.0000
H 1.739952 -2.309367 6.579704 0.0180 -0.0013 -0.0011
H 3.976368 -3.084448 5.948054 -0.0043 0.0081 0.0026
H 5.803830 -3.258856 3.995709 0.0021 -0.0165 -0.0260
H 6.304647 -2.832310 1.636627 -0.0148 -0.0082 -0.0057
H 4.731537 -1.687518 0.144536 0.0014 0.0669 -0.0326
N -2.007616 0.790384 -0.632560 0.1714 -0.0479 0.0081
H -2.369879 0.005151 -1.160112 0.0224 -0.0248 0.0415
H -2.183613 1.643981 -1.149245 0.0958 0.0304 0.0188
H -2.515850 0.840211 0.244950 0.0065 -0.0211 -0.0146
F 0.975882 10.345189 -0.978473 -0.0079 -0.0616 0.1358
C 0.867310 9.761384 0.241898 0.0044 0.3368 -0.0346
F 1.939659 10.157168 0.954108 -0.0701 -0.0425 -0.0513
F -0.214240 10.334934 0.823846 0.0790 -0.0762 -0.0489
C 0.744502 8.280965 0.144036 0.0345 -0.2496 0.0055
C 1.659052 7.438014 0.765071 -0.0755 0.2233 -0.0683
C 1.518848 6.070143 0.645100 -0.1082 -0.0962 -0.0575
C 0.461319 5.511355 -0.086577 0.1886 0.1483 0.2082
C -0.442972 6.376501 -0.713543 -0.0401 -0.0425 -0.0333
C -0.304144 7.745000 -0.597094 0.0978 0.1322 0.0577
C 0.322945 4.093521 -0.133820 -0.1820 -0.1489 -0.1989
C 0.225242 2.879513 -0.134978 -0.0633 0.3020 0.0590
H 2.472119 7.858694 1.340868 0.0122 -0.0325 -0.0124
H 2.224085 5.403367 1.118981 0.0045 -0.0130 0.0504
H -1.258192 5.963693 -1.292250 -0.0005 -0.0426 0.0302
H -1.006785 8.415294 -1.076483 -0.0295 -0.0541 -0.0346



112
Properties=species:S:1:pos:R:3:forces:R:3 method="wB97M-V/def2-TZVPD" largest_force_ev_per_a=1.78 total_charge=+1 lumo_energy_ha=-0.1490 e_above_lowest_kcal_mol=57.3
Sc -0.847335 0.496314 0.669441 0.2360 -0.1266 0.4961
O 0.691587 0.777192 -0.665506 0.6713 0.2281 -0.5185
S 1.881484 1.106857 -1.563057 0.0522 0.5828 -0.0215
C 1.375425 2.545582 -2.584306 0.1899 0.0149 0.0917
C 1.585591 3.933055 -1.993749 -0.2220 0.0251 0.1835
C 0.643192 4.232412 -0.819477 0.0528 -0.0112 -0.0533
C -0.793693 4.489647 -1.266236 -0.0276 -0.4520 0.0745
S -2.014288 3.714459 -0.130360 0.4432 0.8028 0.0710
O -1.406671 2.381143 0.269241 -0.0677 0.3209 0.0530
C -1.684372 4.751286 1.298019 -0.1255 -0.1571 0.0555
C -2.258796 6.013565 1.346225 -0.0601 -0.0306 -0.1574
C -2.061132 6.799445 2.469238 0.0578 0.0299 -0.0263
C -1.287713 6.324532 3.520469 0.0129 -0.0134 0.0413
C -0.709024 5.065596 3.454463 -0.0162 0.0907 -0.0115
C -0.917445 4.263173 2.342485 0.0143 -0.1750 -0.0432
C 3.151604 1.863506 -0.538967 0.0023 -0.2970 -0.0260
C 4.440292 1.888472 -1.056822 -0.0902 -0.1115 -0.1872
C 5.472501 2.397986 -0.285977 0.0193 0.0868 -0.0037
C 5.220916 2.849095 1.002368 -0.0172 0.0156 0.0269
C 3.931256 2.813218 1.514861 0.0107 -0.0059 -0.0701
C 2.889699 2.331786 0.736577 -0.1454 0.0195 0.0521
H 0.319971 2.344226 -2.784228 -0.0155 -0.1683 -0.0749
H 1.939436 2.420302 -3.510775 0.0155 -0.0580 0.0080
H 1.413986 4.660158 -2.792210 0.0718 -0.0317 -0.0439
H 2.618784 4.056348 -1.666924 -0.0068 0.0415 -0.0524
H 1.019086 5.081649 -0.249158 -0.0247 -0.0251 0.0347
H 0.645393 3.367217 -0.158648 0.0302 0.0688 0.1056
H -1.008610 4.027550 -2.226225 -0.0940 -0.0245 -0.0655
H -1.046880 5.548716 -1.310126 -0.1258 -0.0131 0.0699
H -2.854455 6.375161 0.515670 -0.0703 0.0281 0.0499
H -2.510417 7.781124 2.527208 -0.0153 0.0012 -0.0178
H -1.147372 6.935385 4.401844 0.0262 0.0195 -0.0110
H -0.097625 4.703438 4.269556 -0.0327 -0.0382 0.0185
H -0.504026 3.263242 2.300422 0.0455 0.0260 0.0287
H 4.640298 1.503794 -2.050536 0.0338 -0.0320 0.0011
H 6.476252 2.428139 -0.686431 0.0055 -0.0444 -0.0003
H 6.031532 3.221630 1.613788 0.0194 -0.0012 -0.0159
H 3.724933 3.142760 2.523927 0.0219 0.0170 0.0108
H 1.889590 2.295478 1.136557 -0.0654 -0.0421 0.0644
C 3.547596 -5.349753 -0.302337 -0.0034 -0.0798 0.1495
O 3.005644 -6.348803 0.544863 0.2531 -0.0445 -0.0691
C 1.760251 -6.188860 1.016226 -0.4544 -0.0838 0.1697
C 1.260691 -7.235905 1.800517 0.2797 0.0392 -0.1079
C -0.024851 -7.192839 2.279951 -0.2015 0.2489 -0.0019
C -0.849787 -6.088974 2.021773 0.7894 0.4962 -0.3549
C -0.335974 -5.029825 1.263442 -0.0410 -0.1643 0.0220
C 0.950210 -5.080419 0.760103 0.2770 -0.1713 -0.1058
N -2.171997 -6.221562 2.476117 -0.1965 -0.3023 -0.1367
N -3.056880 -5.379917 2.303256 -1.2508 -0.9530 0.8343
C -2.978126 -4.063604 1.895339 0.2394 1.1222 -0.5346
C -3.720714 -3.625102 0.814023 0.3588 -0.6292 0.4055
C -3.661120 -2.304360 0.367713 0.3209 0.7144 -0.0363
C -2.864119 -1.367213 1.003192 -0.7107 -0.9588 0.3626
O -2.664935 -0.132929 0.577349 -0.7627 -0.0961 -0.0585
C -2.217196 -1.766707 2.215777 -0.2092 -0.1905 -0.0585
N -1.537469 -0.788044 2.865384 -0.0443 -0.1109 -0.2087
C -0.942734 -1.089639 3.998432 0.0829 0.1736 -0.0729
C -0.924465 -2.389380 4.531282 -0.1217 -0.1568 -0.0278
C -1.577677 -3.395940 3.866348 0.0892 0.1276 0.1361
C -2.265820 -3.103307 2.672998 -0.2094 0.1607 -0.0759
H 4.533386 -5.702382 -0.588867 0.0056 0.0467 0.0023
H 3.642306 -4.394801 0.222343 0.0212 -0.2286 0.0288
H 2.935274 -5.217213 -1.197975 -0.0428 -0.0137 -0.0301
H 1.913128 -8.076823 1.992281 -0.0474 -0.0464 0.0037
H -0.437541 -8.015752 2.847230 -0.0077 -0.0050 0.0287
H -0.955544 -4.170607 1.043712 0.2121 -0.1604 -0.1418
H 1.318611 -4.261393 0.157119 -0.0150 -0.5984 0.1795
H -4.290255 -4.360503 0.261074 -0.0979 0.0326 0.0263
H -4.217619 -2.012687 -0.513808 0.0175 -0.0107 -0.0189
H -0.442081 -0.275115 4.509348 0.0985 -0.0272 -0.0303
H -0.392535 -2.585101 5.451163 -0.0355 0.0361 0.0380
H -1.585110 -4.403537 4.262312 0.0250 0.0061 -0.0138
C -4.385258 3.215646 -3.132582 -0.0281 -0.1365 -0.0359
C -4.696528 1.726951 -2.968732 0.3121 0.1147 -0.0390
C -3.958705 1.041525 -1.819305 0.2817 -0.1770 -0.0430
S -2.190374 0.661178 -2.115592 -0.8008 0.0995 -0.7645
O -1.627487 1.888221 -2.766244 0.2811 0.4191 -0.1063
C -2.420951 -0.569255 -3.484838 0.0967 -0.0366 0.2961
C -1.703325 -0.126678 -4.750443 0.2068 0.0361 0.0439
C -0.227886 -0.518675 -4.742215 -0.1701 0.0445 -0.0493
H -5.001918 3.636272 -3.926686 -0.0414 0.0486 0.0548
H -3.343323 3.360469 -3.402690 0.0388 0.0501 0.0233
H -4.590565 3.761147 -2.210129 -0.0372 0.0321 0.0120
H -4.473492 1.217255 -3.909377 -0.1121 -0.0478 -0.0082
H -5.765440 1.607346 -2.781834 0.0065 -0.0944 -0.0267
H -4.395181 0.071991 -1.577432 -0.0461 0.0236 0.1090
H -3.970631 1.646318 -0.913236 -0.0230 -0.0495 0.0779
H -3.488221 -0.704477 -3.645129 -0.0180 0.0086 0.0547
H -2.000111 -1.494836 -3.088056 -0.0943 -0.0776 -0.0431
H -1.791454 0.957095 -4.843440 -0.0574 -0.0283 -0.0848
H -2.196440 -0.570710 -5.616285 -0.0521 -0.0418 0.0506
H 0.288985 -0.054121 -3.897824 0.0403 -0.0096 0.0077
H 0.258348 -0.200260 -5.663758 0.0764 0.0156 0.0360
H -0.119255 -1.600707 -4.656374 0.0527 -0.0104 0.0259
O 2.136897 0.572117 3.692099 0.0224 0.0301 -0.0852
C 1.589003 0.237937 2.670041 0.2965 -0.1661 -0.1243
O 0.523600 0.763849 2.138360 0.2910 0.3342 0.4293
C 2.135067 -0.853437 1.739429 -0.1802 -0.0005 0.0685
C 3.435388 -0.911890 1.259433 0.1462 -0.1757 0.0761
C 3.700011 -1.717020 0.153695 -0.3606 0.2611 0.2294
C 2.701754 -2.311587 -0.598290 -0.2203 0.1549 -0.4101
C 1.406091 -2.185520 -0.122536 1.0784 0.7035 0.8790
C 1.168477 -1.613573 1.114086 -0.1071 -0.0738 -0.2186
N 0.249856 -2.355106 -0.947096 -0.8046 0.2031 -0.3857
O 0.281512 -3.034855 -1.935891 0.1828 -0.2547 -0.1019
O -0.741616 -1.684788 -0.613973 0.1661 -0.2884 -0.2198
N 5.081126 -1.832015 -0.327367 0.2527 0.0837 -0.1048
O 5.355513 -2.824823 -0.970663 -0.0301 0.1289 -0.0203
O 5.842954 -0.927930 -0.052627 -0.0709 -0.1807 0.0169
H 4.232784 -0.344789 1.721652 -0.0034 0.0356 -0.0313
H 2.917879 -2.801754 -1.537826 0.0203 0.0820 -0.0178
H 0.177414 -1.702148 1.539349 -0.0204 0.2067 -0.0101